Formula: C33H69N4O11S
Source: the Open Molecules 2025 dataset
Level of theory: ωB97M-V with the def2-TZVPD basis set

Each line ends with the Mulliken charge.
Geometry (Å):
C  7.514590  -2.565112  4.005589  -1.229
C  6.458888  -1.618551  3.221364  0.094
C  7.152075  -0.391360  2.434132  -0.767
C  6.462109  1.031263  2.715366  -0.446
O  5.237693  1.288026  1.959796  -0.267
N  4.128367  0.990572  2.654244  0.601
C  3.736888  1.926124  3.709991  -0.374
C  2.498553  1.749321  4.616033  0.154
S  2.160148  3.080949  5.855879  -0.236
C  1.630575  0.478505  4.413805  0.824
C  0.352794  0.295676  5.354263  0.080
O  -0.756324  0.819749  5.077414  -0.421
O  0.400689  -0.510760  6.527075  -0.456
C  2.035970  -0.531159  3.278152  0.061
C  1.146709  -1.845368  3.059674  -1.064
C  -0.255343  -1.582399  2.315698  -0.474
C  -1.548145  -1.805548  3.246601  -0.172
O  -2.491867  -2.783026  2.747029  -0.511
C  3.306055  -0.195245  2.412051  -0.017
C  3.788347  -1.129722  1.197667  -0.691
C  3.073570  -0.521913  -0.137892  -0.147
O  3.613465  -1.188794  -1.301069  -0.543
H  7.733275  -2.202421  5.064283  0.306
H  8.437099  -2.758471  3.363563  0.353
H  6.984422  -3.589844  4.109454  0.336
H  5.606398  -1.287391  3.911763  0.170
H  5.994015  -2.294775  2.406923  0.099
H  7.250995  -0.600899  1.300338  0.316
H  8.242140  -0.301661  2.817619  0.468
H  6.363144  1.138947  3.847592  0.360
H  7.222013  1.839855  2.386517  0.311
H  4.397027  2.858995  3.860711  0.260
H  2.906042  4.207772  5.463486  0.213
H  1.137342  -0.156572  7.084068  0.376
H  1.769928  -2.576462  2.435369  0.201
H  0.935176  -2.391316  4.055826  0.560
H  -0.301911  -0.569555  1.761475  0.305
H  -0.327074  -2.376826  1.474814  0.412
H  -2.150945  -0.837833  3.433589  0.188
H  -1.226613  -2.173230  4.296539  0.170
H  -2.357366  -2.979479  1.796370  0.296
H  3.556102  -2.235273  1.348012  0.568
H  4.919507  -1.025638  0.993114  -0.064
H  3.419697  0.584389  -0.171483  0.343
H  1.932738  -0.527117  -0.073067  0.091
H  3.503060  -0.533365  -2.035532  0.361
C  -6.071351  -2.441600  2.884557  -0.686
O  -7.440070  -2.804203  2.791435  -0.335
C  -7.850294  -3.183640  1.477980  -0.780
C  -8.064278  -4.696907  1.377452  -0.178
N  -6.796881  -5.424677  1.441248  -0.301
C  -6.935802  -6.863656  1.687370  -0.684
C  -7.679535  -7.319729  2.954599  -0.465
O  -6.987203  -7.060522  4.170149  -0.431
C  -7.085643  -5.723847  4.636008  -0.392
H  -5.919227  -1.933900  3.838585  0.281
H  -5.427604  -3.322331  2.869366  0.237
H  -5.782411  -1.759388  2.079347  0.345
H  -7.157648  -2.823714  0.711969  0.383
H  -8.813076  -2.693486  1.303904  0.397
H  -8.562648  -4.928157  0.430142  0.393
H  -8.734243  -4.982342  2.192926  0.138
H  -6.223518  -5.034611  2.180877  0.016
H  -5.919405  -7.268945  1.733930  0.365
H  -7.415317  -7.318241  0.813353  0.382
H  -7.766444  -8.409807  2.896746  0.346
H  -8.707517  -6.945855  3.005334  0.350
H  -8.064062  -5.281306  4.429874  0.263
H  -6.285054  -5.119483  4.208991  0.049
H  -6.937384  -5.733045  5.716665  0.318
C  -1.378594  2.023645  -5.688731  -0.515
O  -2.102974  1.051227  -4.950034  -0.356
C  -2.379558  -0.144179  -5.679265  -0.836
C  -1.503320  -1.302507  -5.194411  -0.141
N  -0.104463  -1.114892  -5.579440  -0.287
C  0.839492  -1.988623  -4.877732  -0.874
C  0.876005  -1.936700  -3.340810  -0.529
O  1.410687  -0.730147  -2.804028  -0.253
C  0.504499  0.364750  -2.786085  -0.503
H  -1.439770  2.971538  -5.152398  0.033
H  -0.324583  1.753270  -5.768333  0.304
H  -1.800753  2.163597  -6.688156  0.352
H  -2.290812  0.003075  -6.758997  0.384
H  -3.423110  -0.397641  -5.469179  0.433
H  -1.871098  -2.238994  -5.626554  0.420
H  -1.618629  -1.360529  -4.108322  0.108
H  0.166541  -0.154294  -5.400767  0.036
H  1.837258  -1.723922  -5.243822  0.396
H  0.653658  -3.021336  -5.192396  0.418
H  1.557950  -2.728108  -3.011849  0.351
H  -0.089665  -2.172052  -2.881457  0.349
H  -0.522717  0.052494  -2.579448  0.351
H  0.564597  0.915173  -3.724470  -0.020
H  0.818365  1.048275  -1.994598  0.354
C  -0.326089  7.758968  -2.118187  -0.696
O  0.505961  8.234556  -3.164674  -0.320
C  1.867677  8.425323  -2.781557  -0.809
C  2.769525  7.337887  -3.373582  -0.162
N  2.533337  6.039443  -2.741893  -0.341
C  3.102583  4.900237  -3.468300  -0.697
C  2.673445  4.676367  -4.928798  -0.563
O  1.324389  4.253450  -5.088371  -0.340
C  0.362583  5.294913  -5.000959  -0.678
H  -1.364856  7.888934  -2.426117  0.236
H  -0.162753  6.695285  -1.935303  0.277
H  -0.166186  8.320894  -1.193337  0.332
H  1.982273  8.496440  -1.696338  0.391
H  2.173842  9.386285  -3.205831  0.395
H  3.817458  7.620903  -3.229078  0.400
H  2.571023  7.304900  -4.448130  0.140
H  1.534959  5.886805  -2.652994  0.094
H  2.830218  4.003835  -2.900148  0.349
H  4.194922  4.977161  -3.428924  0.406
H  3.283554  3.853657  -5.316614  0.376
H  2.891448  5.532785  -5.574991  0.353
H  0.722407  6.233315  -5.431163  0.329
H  0.056423  5.431151  -3.963573  0.241
H  -0.522552  4.983721  -5.556863  0.308

Atomic forces in eV per Å
-1.371 -0.585 -0.297
0.395 -0.841 -0.937
0.141 0.127 0.452
3.133 -0.504 0.343
0.388 -0.257 0.115
-5.041 -0.541 3.961
-1.819 -1.249 0.434
1.944 -1.510 -3.203
0.187 -0.684 -0.830
2.728 0.612 -1.596
-4.069 1.012 -0.108
5.037 -2.085 0.437
1.423 1.997 -1.763
1.236 2.981 1.400
0.632 0.092 -0.280
-0.515 -0.415 -0.791
-0.183 0.572 0.769
0.887 0.271 -0.433
-0.323 -0.277 0.888
-0.269 1.088 -0.581
0.962 0.775 0.397
-0.452 1.363 0.867
0.026 -0.332 -1.611
-1.112 0.505 1.062
0.968 1.607 -0.006
1.275 -0.343 -0.879
0.565 1.049 1.442
-0.337 0.414 1.826
-1.767 0.063 -0.557
-0.504 -0.016 -1.537
-1.601 -1.150 0.295
-1.060 -1.867 -0.537
-0.484 -1.567 -0.215
-0.499 -0.706 -0.438
-0.891 1.142 0.917
0.518 1.183 -1.395
0.213 -1.508 1.111
0.158 1.224 1.340
1.217 -1.303 -0.453
-0.411 0.486 -1.688
0.015 0.392 0.866
0.135 1.645 -0.018
-1.932 -0.061 0.612
-0.718 -1.554 0.161
1.428 -0.311 -0.138
-0.135 -1.150 0.681
-0.257 -0.030 0.189
0.351 0.156 -0.323
-0.535 -0.384 0.155
0.467 0.320 0.056
-0.123 -0.018 0.154
0.103 0.153 0.124
0.268 -0.337 -0.119
-0.292 0.121 -0.196
0.181 -0.289 0.179
-0.101 -0.047 -0.045
0.218 0.032 -0.096
0.028 -0.047 -0.019
0.154 -0.071 0.092
0.039 -0.027 -0.018
0.017 0.000 0.033
-0.197 0.077 -0.016
-0.135 -0.013 -0.119
-0.125 -0.062 0.015
-0.078 0.013 0.075
0.066 0.075 0.029
0.044 0.199 0.020
0.087 0.026 -0.113
-0.111 0.267 -0.040
-0.031 -0.110 -0.015
-0.127 -0.007 0.217
0.080 0.039 -0.400
-0.101 -0.397 0.478
0.109 0.448 -0.339
-0.012 -0.010 0.336
-0.058 0.282 -0.054
0.421 -0.380 -0.222
-0.465 0.064 -0.013
0.287 0.058 -0.010
-0.050 -0.149 0.048
0.119 0.101 -0.188
0.050 -0.036 0.002
0.176 0.075 0.032
0.046 -0.012 -0.030
0.024 0.030 0.020
-0.203 -0.060 0.086
-0.111 -0.126 -0.106
-0.036 -0.106 0.090
-0.038 0.014 0.119
0.031 0.123 -0.009
-0.101 0.214 -0.056
0.032 -0.010 -0.152
-0.281 0.108 -0.001
0.058 -0.042 0.062
-0.058 0.167 -0.300
0.047 -0.072 0.503
0.278 -0.033 -0.589
-0.385 0.031 0.388
-0.039 -0.050 -0.175
-0.233 0.092 0.042
0.167 -0.400 0.134
0.197 0.239 -0.034
-0.080 -0.330 -0.059
0.110 0.036 -0.059
-0.002 -0.104 0.206
0.021 -0.054 0.002
-0.100 -0.156 0.026
0.009 -0.047 0.033
-0.035 -0.017 -0.009
0.060 0.168 -0.101
0.153 0.102 -0.024
0.056 -0.007 -0.112
-0.025 0.041 -0.108
-0.082 0.017 0.042
-0.130 0.123 0.097
0.034 -0.018 0.142
-0.058 0.290 0.025
0.091 -0.028 -0.066

Summary:
- E_LUMO (eV) = -4.817
- net charge = +1
- multiplicity = 1